{"formula": "C17H23BF4IN3O", "method": "ωB97M-V/def2-TZVPD", "elements": ["C", "C", "C", "C", "C", "N", "C", "C", "N", "C", "C", "C", "C", "C", "C", "C", "C", "C", "C", "O", "I", "N", "H", "H", "H", "H", "H", "H", "H", "H", "H", "H", "H", "H", "H", "H", "H", "H", "H", "H", "H", "H", "H", "H", "H", "B", "F", "F", "F", "F"], "coordinates": [[-3.95, 0.43, 0.88], [-3.85, -0.35, -0.19], [-2.56, -1.04, -0.64], [-1.36, -0.05, -0.77], [-0.16, -0.77, -0.13], [1.16, -0.09, -0.33], [2.22, -1.18, -0.18], [2.01, -2.04, 1.04], [1.35, -3.12, 1.02], [1.36, 1.04, 0.60], [2.34, 1.05, 1.56], [2.48, 2.10, 2.44], [1.64, 3.20, 2.40], [0.68, 3.21, 1.40], [0.55, 2.16, 0.53], [1.34, 0.42, -1.75], [0.18, 0.06, -2.69], [0.40, 0.95, -3.96], [-0.85, 0.99, -4.85], [-1.28, 0.09, -5.49], [-1.92, 2.90, -4.95], [-1.15, 0.38, -2.17], [-4.78, 1.14, 0.94], [-3.21, 0.43, 1.68], [-4.74, -0.47, -0.81], [-2.76, -1.58, -1.57], [-2.31, -1.77, 0.14], [-1.65, 0.82, -0.17], [-0.36, -0.78, 0.95], [-0.16, -1.80, -0.51], [3.22, -0.73, -0.22], [2.13, -1.83, -1.05], [2.47, -1.73, 1.99], [1.37, -3.49, 1.98], [3.03, 0.23, 1.70], [3.24, 2.06, 3.21], [1.74, 4.01, 3.11], [0.03, 4.08, 1.35], [-0.23, 2.27, -0.23], [2.24, -0.01, -2.20], [1.47, 1.51, -1.77], [0.21, -0.98, -3.06], [1.25, 0.62, -4.57], [0.59, 1.97, -3.62], [-1.87, -0.09, -2.70], [-0.33, -2.85, 4.35], [0.61, -3.86, 3.98], [-0.46, -2.80, 5.74], [0.15, -1.60, 3.86], [-1.57, -3.13, 3.75]], "max_force_ev_per_a": 1.70, "orbital_gap_ev": 9.602, "total_energy_ev": -44169.7692, "total_charge": 0, "homo_ev": -10.0}

{"formula": "C23H71ClO34P7", "method": "ωB97M-V/def2-TZVPD", "elements": ["Cl", "O", "O", "O", "O", "C", "O", "P", "O", "O", "C", "O", "C", "H", "H", "H", "H", "H", "H", "H", "H", "H", "C", "O", "P", "O", "O", "C", "O", "C", "H", "H", "H", "H", "H", "H", "H", "H", "H", "C", "O", "P", "O", "O", "C", "O", "C", "H", "H", "H", "H", "H", "H", "H", "H", "H", "C", "O", "P", "O", "O", "C", "O", "C", "H", "H", "H", "H", "H", "H", "H", "H", "H", "C", "O", "P", "O", "O", "C", "O", "C", "H", "H", "H", "H", "H", "H", "H", "H", "H", "C", "O", "P", "O", "O", "C", "O", "C", "H", "H", "H", "H", "H", "H", "H", "H", "H", "C", "O", "P", "O", "O", "C", "O", "C", "H", "H", "H", "H", "H", "H", "H", "H", "H", "C", "O", "H", "H", "H", "H", "C", "O", "H", "H", "H", "H"], "coordinates": [[1.05, -1.41, -0.49], [0.63, -1.01, 0.83], [0.65, -0.42, -1.47], [2.48, -1.55, -0.56], [0.34, -2.59, -0.89], [5.79, -1.11, -4.53], [4.67, -0.33, -5.00], [3.68, -1.00, -6.06], [3.47, -2.44, -5.89], [2.42, -0.03, -5.93], [1.56, -0.28, -4.83], [4.27, -0.61, -7.50], [5.35, -1.34, -8.07], [5.58, -1.36, -3.50], [6.66, -0.46, -4.60], [6.02, -1.99, -5.12], [1.20, -1.32, -4.84], [0.61, 0.25, -4.97], [2.04, -0.04, -3.88], [6.28, -0.77, -7.99], [5.13, -1.41, -9.13], [5.37, -2.34, -7.65], [-3.93, 3.66, -6.30], [-3.11, 4.09, -5.22], [-1.71, 3.41, -4.94], [-0.54, 4.10, -5.51], [-1.64, 3.34, -3.33], [-0.54, 2.67, -2.69], [-1.88, 1.87, -5.42], [-2.52, 0.92, -4.55], [-3.63, 2.75, -6.82], [-4.03, 4.48, -7.01], [-4.91, 3.39, -5.91], [0.02, 3.49, -2.24], [0.12, 2.24, -3.44], [-0.86, 1.99, -1.90], [-1.91, 0.02, -4.53], [-3.52, 0.72, -4.94], [-2.57, 1.21, -3.51], [-4.69, -2.89, -2.20], [-4.60, -2.46, -0.85], [-5.16, -0.99, -0.59], [-6.45, -0.79, -1.27], [-5.14, -0.82, 0.99], [-6.28, -1.27, 1.75], [-4.05, 0.00, -1.11], [-2.74, -0.27, -0.64], [-3.76, -3.38, -2.50], [-5.14, -2.20, -2.91], [-5.39, -3.72, -2.38], [-6.37, -0.73, 2.69], [-6.07, -2.33, 1.85], [-7.24, -1.12, 1.26], [-2.55, -0.77, 0.32], [-2.25, 0.68, -0.41], [-2.10, -0.79, -1.37], [0.35, 1.47, 6.53], [-0.44, 0.29, 6.64], [-1.94, 0.21, 6.08], [-2.73, 1.44, 6.20], [-1.80, -0.38, 4.60], [-0.77, 0.08, 3.73], [-2.47, -1.05, 6.91], [-3.86, -1.35, 6.78], [0.98, 1.59, 7.42], [-0.36, 2.30, 6.45], [1.06, 1.49, 5.71], [-0.04, -0.71, 3.55], [-0.32, 1.03, 4.03], [-1.27, 0.31, 2.78], [-4.22, -1.62, 7.78], [-4.03, -2.32, 6.30], [-4.48, -0.61, 6.29], [-2.28, -4.96, 0.59], [-3.66, -4.83, 0.97], [-4.09, -5.07, 2.50], [-5.49, -4.66, 2.69], [-2.91, -4.33, 3.29], [-2.96, -2.89, 3.38], [-3.76, -6.60, 2.81], [-4.80, -7.57, 3.01], [-2.03, -4.14, -0.09], [-2.10, -5.87, 0.01], [-1.65, -5.04, 1.47], [-2.31, -2.41, 2.65], [-2.69, -2.54, 4.37], [-3.99, -2.58, 3.19], [-5.71, -7.09, 3.36], [-4.53, -8.31, 3.76], [-4.83, -8.08, 2.04], [5.57, 2.72, 5.45], [5.06, 2.02, 4.32], [4.03, 2.83, 3.39], [4.53, 4.12, 2.87], [2.68, 2.95, 4.25], [2.06, 4.25, 4.40], [3.61, 1.86, 2.17], [3.36, 0.46, 2.41], [5.15, 2.23, 6.33], [5.51, 3.81, 5.55], [6.64, 2.52, 5.53], [2.82, 5.00, 4.21], [1.73, 4.45, 5.42], [1.19, 4.28, 3.76], [3.40, 0.26, 3.48], [4.04, -0.22, 1.91], [2.34, 0.19, 2.11], [2.03, 6.78, 2.03], [1.33, 5.56, 1.88], [1.15, 5.06, 0.37], [0.64, 6.07, -0.56], [2.59, 4.46, -0.01], [2.82, 3.72, -1.20], [0.18, 3.81, 0.50], [0.61, 2.54, 0.94], [1.96, 7.50, 1.22], [3.09, 6.60, 2.26], [1.67, 7.26, 2.95], [2.64, 2.66, -1.02], [3.78, 4.03, -1.61], [2.14, 4.03, -2.00], [1.35, 2.61, 1.74], [1.05, 1.96, 0.13], [-0.23, 1.97, 1.34], [-0.13, -4.32, -4.19], [-0.95, -4.20, -3.06], [0.93, -4.08, -4.06], [-0.05, -5.33, -4.62], [-0.54, -3.78, -5.05], [-0.48, -3.65, -2.42], [5.87, -1.03, -0.34], [7.02, -1.14, -1.17], [5.93, -1.64, 0.57], [5.83, 0.02, -0.07], [4.95, -1.36, -0.82], [7.16, -2.07, -1.38]], "max_force_ev_per_a": 2.55, "orbital_gap_ev": 9.662, "total_energy_ev": -172171.3360, "total_charge": -1, "homo_ev": -7.7}

{"formula": "C3H3N3O2", "method": "ωB97M-V/def2-TZVPD", "elements": ["C", "C", "C", "H", "H", "H", "N", "N", "N", "O", "O"], "coordinates": [[0.53, 0.28, 0.94], [1.34, -0.47, 0.18], [-0.83, 0.21, -0.82], [-0.23, 0.90, 2.66], [2.23, -1.04, 0.58], [-2.10, -0.10, -2.24], [1.02, -1.05, -1.00], [0.03, -0.55, -1.54], [-0.56, 0.63, 0.45], [0.54, 0.50, 2.37], [-1.96, 0.71, -1.56]], "max_force_ev_per_a": 7.32, "orbital_gap_ev": 9.685, "total_energy_ev": -11722.0979, "total_charge": 0, "homo_ev": -9.8, "smiles": "Oc1cnnc(O)n1"}

{"formula": "C36H28Cl2FeN6O5PS", "method": "ωB97M-V/def2-TZVPD", "elements": ["Fe", "Cl", "C", "C", "C", "N", "C", "O", "C", "C", "C", "C", "C", "N", "C", "C", "C", "Cl", "N", "C", "O", "C", "C", "C", "C", "C", "N", "H", "H", "H", "H", "H", "H", "H", "H", "H", "H", "O", "S", "O", "O", "C", "C", "C", "C", "C", "C", "P", "C", "C", "C", "C", "C", "C", "C", "C", "C", "C", "C", "C", "H", "H", "H", "H", "H", "H", "H", "H", "H", "H", "H", "H", "H", "H", "N", "N", "H", "H", "H", "H"], "coordinates": [[-0.89, -0.33, 0.85], [3.87, 2.84, 4.50], [3.01, 1.57, 3.69], [1.68, 1.80, 3.31], [1.01, 0.82, 2.62], [-0.33, 0.80, 2.29], [-1.28, 1.32, 3.07], [-1.22, 2.24, 3.88], [-2.49, 0.40, 3.03], [-3.58, 0.57, 3.87], [-4.53, -0.43, 3.93], [-4.36, -1.57, 3.17], [-3.26, -1.65, 2.33], [-2.35, -0.69, 2.25], [1.63, -0.42, 2.30], [2.93, -0.65, 2.73], [3.61, 0.36, 3.41], [5.25, 0.06, 3.88], [0.82, -1.27, 1.54], [1.14, -2.55, 1.36], [2.08, -3.21, 1.83], [0.21, -3.25, 0.38], [0.35, -4.63, 0.22], [-0.42, -5.28, -0.73], [-1.28, -4.52, -1.50], [-1.35, -3.15, -1.27], [-0.64, -2.52, -0.34], [1.19, 2.73, 3.57], [-3.62, 1.48, 4.45], [-5.39, -0.32, 4.58], [-5.08, -2.38, 3.19], [-3.11, -2.51, 1.68], [3.41, -1.59, 2.54], [1.07, -5.14, 0.84], [-0.34, -6.35, -0.87], [-1.89, -4.96, -2.28], [-1.99, -2.54, -1.89], [-2.16, 1.37, 0.41], [-2.51, 2.04, -0.85], [-3.63, 2.93, -0.72], [-2.58, 1.13, -1.99], [-1.06, 3.03, -1.24], [-1.25, 4.38, -1.48], [-0.20, 5.16, -1.95], [1.03, 4.57, -2.22], [1.22, 3.22, -1.95], [0.20, 2.44, -1.42], [0.53, 0.67, -0.98], [0.65, -0.04, -2.68], [1.83, 0.01, -3.44], [1.87, -0.49, -4.73], [0.74, -1.06, -5.29], [-0.43, -1.11, -4.56], [-0.48, -0.60, -3.27], [2.29, 0.66, -0.50], [2.92, 1.74, 0.11], [4.25, 1.64, 0.50], [4.96, 0.47, 0.29], [4.32, -0.63, -0.28], [2.99, -0.53, -0.66], [-2.23, 4.80, -1.31], [-0.35, 6.22, -2.13], [1.84, 5.16, -2.62], [2.18, 2.78, -2.15], [2.72, 0.45, -3.01], [2.80, -0.44, -5.29], [0.78, -1.46, -6.30], [-1.33, -1.53, -5.00], [-1.41, -0.60, -2.73], [2.38, 2.65, 0.31], [4.73, 2.48, 0.99], [5.99, 0.39, 0.60], [4.84, -1.57, -0.40], [2.50, -1.40, -1.09], [-4.74, -0.43, -0.16], [-3.58, -1.17, -0.58], [-5.05, 0.17, -0.91], [-4.40, 0.21, 0.57], [-3.15, -0.69, -1.36], [-3.90, -2.08, -0.89]], "max_force_ev_per_a": 1.18, "orbital_gap_ev": [6.789, 6.804], "total_energy_ev": -136525.2632, "total_charge": -1, "homo_ev": [-4.4, -4.4]}

{"formula": "C3H5N3", "method": "ωB97M-V/def2-TZVPD", "elements": ["C", "N", "C", "N", "C", "N", "H", "H", "H", "H", "H"], "coordinates": [[1.60, 0.36, 0.11], [0.35, -1.39, -0.36], [-0.65, -0.68, -0.16], [-0.40, 0.72, 0.21], [-2.05, -1.06, -0.25], [-3.16, -1.37, -0.32], [1.97, -0.30, 0.88], [2.00, 0.14, -0.88], [1.69, 1.41, 0.37], [-0.76, 1.39, -0.47], [-0.77, 0.98, 1.13]], "max_force_ev_per_a": 1.14, "orbital_gap_ev": [8.476, 8.473], "total_energy_ev": -7657.5243, "total_charge": 0, "homo_ev": [-8.5, -8.5]}

{"formula": "C11H50N2O22S", "method": "ωB97M-V/def2-TZVPD", "elements": ["O", "N", "N", "O", "C", "C", "C", "C", "C", "C", "C", "C", "C", "C", "S", "C", "H", "H", "H", "H", "H", "H", "H", "H", "H", "H", "O", "H", "H", "O", "H", "H", "O", "H", "H", "O", "H", "H", "O", "H", "H", "O", "H", "H", "O", "H", "H", "O", "H", "H", "O", "H", "H", "O", "H", "H", "O", "H", "H", "O", "H", "H", "O", "H", "H", "O", "H", "H", "O", "H", "H", "O", "H", "H", "O", "H", "H", "O", "H", "H", "O", "H", "H", "O", "H", "H"], "coordinates": [[-2.73, 3.62, 1.67], [2.31, -4.51, -1.25], [3.02, -3.68, 0.71], [3.57, -4.96, 0.47], [3.07, -5.39, -0.67], [2.30, -3.46, -0.39], [1.49, -2.26, -0.63], [1.30, -1.32, 0.39], [0.38, 0.68, 1.43], [-0.25, 0.17, -0.85], [-0.53, 1.80, 1.42], [-1.10, 1.28, -0.91], [0.44, -0.16, 0.34], [-1.28, 2.00, 0.28], [-2.50, 3.38, 0.20], [-1.52, 4.95, -0.23], [3.32, -6.30, -1.20], [0.97, -2.14, -1.60], [1.90, -1.35, 1.33], [0.91, 0.56, 2.36], [-0.28, -0.45, -1.70], [-0.65, 2.53, 2.30], [-1.65, 1.56, -1.81], [-0.63, 4.95, 0.39], [-2.09, 5.88, -0.18], [-1.18, 4.69, -1.24], [-4.39, 7.20, 1.77], [-3.72, 6.63, 2.28], [-5.03, 6.58, 1.29], [0.85, -7.95, -2.10], [1.39, -8.33, -1.34], [1.40, -8.02, -2.95], [-0.49, -0.69, -4.45], [0.26, -0.04, -4.30], [-1.32, -0.17, -4.69], [-1.32, 5.16, -4.07], [-0.74, 4.46, -4.51], [-1.82, 5.66, -4.80], [3.22, 0.26, 3.90], [3.58, 1.19, 4.05], [3.39, -0.29, 4.73], [-1.31, 4.25, 4.95], [-1.41, 4.34, 5.95], [-1.63, 3.32, 4.68], [-2.62, 2.04, 4.25], [-2.38, 1.15, 4.68], [-3.27, 1.86, 3.50], [5.13, -7.38, -3.55], [5.99, -7.48, -4.07], [5.22, -6.59, -2.94], [-1.81, 7.67, -2.84], [-1.40, 7.69, -1.92], [-1.57, 6.79, -3.27], [-2.15, 5.92, 2.89], [-1.68, 5.44, 3.64], [-2.50, 5.23, 2.24], [0.51, -1.80, 4.47], [0.78, -2.26, 5.33], [1.32, -1.74, 3.87], [1.66, -3.35, -3.94], [2.04, -3.79, -3.12], [0.65, -3.35, -3.86], [-3.00, -1.40, -2.63], [-3.06, -0.70, -3.36], [-2.05, -1.75, -2.61], [4.94, -1.32, 2.45], [4.25, -0.79, 2.98], [5.05, -0.88, 1.55], [4.60, -6.52, 2.95], [4.75, -6.42, 1.95], [5.40, -6.13, 3.43], [-1.62, -3.60, -0.73], [-1.65, -3.37, 0.25], [-1.10, -4.46, -0.85], [0.27, 7.77, -0.48], [0.55, 6.81, -0.65], [0.94, 8.38, -0.94], [2.12, -8.71, 0.28], [2.90, -9.04, 0.82], [1.71, -7.92, 0.76], [-4.75, 3.09, -2.07], [-4.71, 2.83, -3.04], [-4.75, 2.24, -1.51], [-4.74, 0.43, -1.48], [-5.56, -0.15, -1.66], [-3.92, -0.08, -1.78]], "max_force_ev_per_a": 3.01, "orbital_gap_ev": 7.958, "total_energy_ev": -71073.7813, "total_charge": 0, "homo_ev": -8.9}

{"formula": "C45H53CaN5O2S3", "method": "ωB97M-V/def2-TZVPD", "elements": ["Ca", "C", "C", "N", "C", "C", "S", "C", "C", "N", "H", "H", "H", "H", "H", "H", "H", "H", "H", "H", "H", "H", "H", "H", "C", "C", "C", "C", "C", "C", "C", "S", "O", "C", "C", "C", "C", "C", "C", "C", "C", "C", "C", "C", "C", "C", "C", "C", "C", "C", "C", "C", "C", "S", "O", "C", "C", "C", "C", "C", "C", "C", "H", "H", "H", "H", "H", "H", "H", "H", "H", "H", "H", "H", "H", "H", "H", "H", "H", "H", "H", "H", "H", "H", "H", "H", "H", "H", "C", "N", "C", "C", "N", "N", "C", "C", "H", "H", "H", "H", "H", "H", "H", "H", "H", "H", "H", "H", "H"], "coordinates": [[1.77, 0.60, -0.25], [2.95, 3.28, 1.09], [3.25, 2.24, 2.19], [2.60, 0.96, 1.89], [3.36, -0.24, 2.22], [4.69, -0.35, 1.47], [4.66, 0.09, -0.30], [5.39, 1.77, -0.33], [4.41, 2.81, -0.86], [3.08, 2.71, -0.26], [1.93, 3.62, 1.20], [3.61, 4.14, 1.23], [4.33, 2.08, 2.26], [2.93, 2.65, 3.15], [1.71, 0.92, 2.38], [3.58, -0.31, 3.29], [2.73, -1.09, 1.93], [5.48, 0.25, 1.93], [5.02, -1.39, 1.50], [5.74, 2.01, 0.67], [6.26, 1.72, -0.98], [4.85, 3.80, -0.71], [4.30, 2.67, -1.94], [2.42, 3.21, -0.85], [-5.63, 5.88, -0.53], [-4.44, 4.97, -0.47], [-3.51, 5.05, 0.57], [-2.44, 4.18, 0.65], [-2.28, 3.22, -0.33], [-3.18, 3.13, -1.39], [-4.25, 4.00, -1.46], [-1.11, 1.86, -0.27], [0.32, 2.35, -0.41], [-1.29, 1.43, 1.45], [-0.55, 2.08, 2.45], [-0.60, 1.60, 3.73], [-1.34, 0.43, 4.04], [-1.38, -0.08, 5.35], [-2.08, -1.22, 5.63], [-2.76, -1.90, 4.61], [-2.76, -1.42, 3.33], [-2.05, -0.24, 3.01], [-2.04, 0.30, 1.70], [-2.84, -0.28, 0.58], [-4.19, 0.17, 0.45], [-4.75, 1.13, 1.34], [-6.02, 1.59, 1.17], [-6.82, 1.11, 0.11], [-6.32, 0.18, -0.76], [-5.00, -0.30, -0.62], [-4.46, -1.25, -1.52], [-3.16, -1.65, -1.40], [-2.34, -1.13, -0.38], [-0.62, -1.70, -0.39], [0.18, -0.59, 0.28], [-0.25, -1.55, -2.15], [-0.57, -0.43, -2.91], [-0.11, -0.33, -4.22], [0.64, -1.35, -4.80], [1.13, -1.24, -6.21], [0.89, -2.49, -4.04], [0.47, -2.59, -2.73], [-5.70, 6.50, 0.36], [-6.55, 5.29, -0.62], [-5.58, 6.53, -1.41], [-3.64, 5.81, 1.33], [-1.75, 4.26, 1.47], [-3.04, 2.37, -2.16], [-4.95, 3.93, -2.28], [0.02, 2.97, 2.20], [-0.08, 2.12, 4.53], [-0.85, 0.45, 6.14], [-2.12, -1.59, 6.65], [-3.30, -2.81, 4.84], [-3.30, -1.94, 2.54], [-4.15, 1.49, 2.17], [-6.43, 2.31, 1.85], [-7.83, 1.48, -0.01], [-6.93, -0.20, -1.57], [-5.09, -1.65, -2.30], [-2.74, -2.37, -2.10], [-1.21, 0.34, -2.51], [-0.36, 0.55, -4.79], [0.74, -0.35, -6.70], [0.84, -2.11, -6.79], [2.22, -1.19, -6.23], [1.43, -3.32, -4.49], [0.68, -3.48, -2.15], [2.09, -3.60, 1.63], [2.53, -4.21, 0.38], [1.89, -5.48, 0.07], [2.97, -3.39, -0.64], [2.66, -2.13, -0.68], [3.74, -4.02, -1.58], [4.62, -5.13, -1.26], [4.11, -3.31, -2.80], [1.70, -4.38, 2.27], [1.32, -2.84, 1.49], [2.94, -3.14, 2.13], [0.80, -5.40, 0.17], [2.24, -6.26, 0.74], [2.11, -5.78, -0.95], [3.19, -1.69, -1.42], [4.48, -5.45, -0.23], [5.66, -4.82, -1.38], [4.43, -5.98, -1.92], [4.94, -2.62, -2.64], [3.25, -2.76, -3.20], [4.41, -4.05, -3.54]], "max_force_ev_per_a": 2.34, "orbital_gap_ev": 8.346, "total_energy_ev": -110006.4102, "total_charge": 2, "homo_ev": -12.8}